This record from the OMol25 dataset describes a molecular structure, C5H17BO2Sb. The level of theory is ωB97M-V/def2-TZVPD.

XYZ file:
```
26
Properties=species:S:1:pos:R:3:mulliken_charge:R:1
C -1.886 3.323 -1.842 -1.109
C -0.565 2.559 -1.876 -0.091
O -0.791 1.283 -2.417 -0.317
C 0.371 0.444 -2.369 -0.851
Sb 0.330 -0.860 -0.553 -0.028
B 0.080 -2.148 1.325 0.099
O -0.260 -3.487 1.170 -0.612
C 0.241 -1.562 2.775 -0.249
C 1.667 -1.733 3.310 -1.202
H -1.823 4.240 -2.425 0.277
H -2.164 3.571 -0.823 0.286
H -2.663 2.702 -2.278 0.298
H 0.171 3.093 -2.493 0.281
H -0.158 2.475 -0.869 0.233
H 1.259 1.083 -2.370 0.363
H 0.348 -0.167 -3.270 0.278
H -0.370 0.548 0.338 -0.115
H -1.325 -1.397 -1.089 -0.102
H 1.028 -2.215 -1.498 -0.108
H 2.008 -0.338 -0.104 -0.115
H -1.130 -3.547 0.770 0.290
H -0.452 -2.059 3.460 0.260
H -0.003 -0.500 2.747 0.253
H 2.388 -1.206 2.689 0.326
H 1.747 -1.320 4.316 0.342
H 1.950 -2.781 3.375 0.315
```

Summary:
- HOMO: -0.101 hartree
- Net charge: -1
- E: -616.1252 Ha
- Gap between HOMO and LUMO: 0.22434 Eh

***

This record from the OMol25 dataset describes a molecular structure, C5H17CaIN2. The level of theory is ωB97M-V/def2-TZVPD.

XYZ file:
```
26
Properties=species:S:1:pos:R:3:mulliken_charge:R:1
C -2.041 0.752 -3.393 -0.673
C -2.010 -0.744 -3.419 -0.477
H -2.703 1.112 -2.610 0.247
H -2.218 1.324 -4.307 0.304
H -1.013 0.997 -3.001 0.091
H -1.641 -0.965 -2.368 -0.047
H -2.963 -1.253 -3.541 0.314
H -1.214 -1.134 -4.069 0.252
Ca -0.257 -0.060 0.461 1.126
C 1.610 -0.100 -1.096 -1.531
H 2.004 -1.084 -1.401 0.295
H 2.402 0.456 -0.563 0.291
H 1.315 0.464 -1.998 0.318
I -2.796 0.396 1.838 -0.566
N 0.763 -1.620 1.775 -0.690
C 0.894 -0.683 2.959 -0.646
C 1.416 0.713 2.661 -0.362
N 0.553 1.583 1.813 -0.671
H 1.675 -1.966 1.451 0.199
H 0.193 -2.446 2.012 0.248
H -0.097 -0.653 3.413 0.373
H 1.592 -1.172 3.640 0.401
H 1.483 1.192 3.627 0.442
H 2.403 0.661 2.221 0.326
H -0.358 1.744 2.242 0.239
H 1.008 2.486 1.653 0.198
```

Summary:
- HOMO: -0.259 hartree
- E: -1285.5406 Ha
- Gap between HOMO and LUMO: 0.26246 Eh

***

This record from the OMol25 dataset describes 2 unconnected molecules or ions with the total composition C5H17N2. The level of theory is ωB97M-V/def2-TZVPD.

XYZ file:
```
24
Properties=species:S:1:pos:R:3:mulliken_charge:R:1
N 0.270 -1.237 3.253 -0.594
C 0.707 -0.143 5.492 -0.995
C 0.525 0.007 3.981 -0.345
H -0.572 -1.691 3.624 0.234
H 1.040 -1.896 3.410 0.234
H -0.200 -0.581 5.941 0.296
H 0.894 0.838 5.961 0.291
H 1.562 -0.805 5.708 0.296
H -0.324 0.688 3.778 0.293
H 1.435 0.464 3.545 0.293
C -0.605 -1.026 -3.617 -0.799
C 0.932 0.852 -3.227 -0.794
C -1.487 1.158 -2.911 -0.794
N -0.346 0.206 -2.822 -0.124
H 0.229 -1.740 -3.511 0.346
H -0.711 -0.765 -4.683 0.362
H -1.534 -1.518 -3.281 0.346
H 0.871 1.168 -4.282 0.359
H 1.132 1.741 -2.604 0.345
H 1.775 0.149 -3.118 0.346
H -1.619 1.483 -3.957 0.359
H -2.421 0.679 -2.571 0.346
H -1.301 2.048 -2.287 0.345
H -0.252 -0.079 -1.822 0.356
```

Summary:
- HOMO: -0.420 hartree
- Net charge: +1
- E: -309.9491 Ha
- Gap between HOMO and LUMO: 0.30212 Eh

***

This record from the OMol25 dataset describes 2 unconnected molecules or ions with the total composition C5H17N2. The level of theory is ωB97M-V/def2-TZVPD.

XYZ file:
```
24
Properties=species:S:1:pos:R:3:mulliken_charge:R:1
C -0.410 1.811 1.487 -1.270
C -1.096 1.849 0.134 0.317
C -0.207 2.453 -0.941 -1.369
N -1.502 0.463 -0.240 -0.632
H -0.051 2.803 1.750 0.387
H -1.078 1.478 2.279 0.392
H 0.457 1.147 1.477 0.256
H -1.991 2.469 0.221 0.357
H -0.638 2.377 -1.934 0.376
H -0.061 3.507 -0.727 0.414
H 0.783 2.000 -0.955 0.277
H -2.074 0.483 -1.079 0.285
H -2.077 0.090 0.509 0.277
C 1.174 -3.337 -0.105 -1.360
C 0.897 -1.940 0.414 -0.152
N 0.681 -0.963 -0.709 -0.305
H 1.395 -4.005 0.724 0.373
H 0.315 -3.737 -0.640 0.385
H 2.036 -3.342 -0.775 0.376
H -0.009 -1.917 1.026 0.262
H 1.715 -1.561 1.018 0.340
H 1.475 -0.336 -0.815 0.357
H -0.298 -0.335 -0.529 0.294
H 0.562 -1.457 -1.590 0.360
```

Summary:
- HOMO: -0.535 hartree
- Net charge: +1
- E: -309.9936 Ha
- Gap between HOMO and LUMO: 0.43268 Eh

***

This record from the OMol25 dataset describes 2 unconnected molecules or ions with the total composition C5H17N2O. The level of theory is ωB97M-V/def2-TZVPD.

XYZ file:
```
25
Properties=species:S:1:pos:R:3:mulliken_charge:R:1
C 0.936 -2.134 -0.664 -1.394
C -0.088 -1.045 -0.796 0.506
C 0.150 0.275 -0.113 -1.176
C -0.438 1.554 -0.712 -0.675
C 0.526 2.741 -0.788 -0.783
N 1.221 2.823 0.501 -0.532
N -1.473 -1.557 -0.288 -0.327
H 0.649 -3.049 -0.136 0.332
H 1.405 -2.456 -1.591 0.353
H 1.798 -1.775 -0.090 0.345
H -0.305 -1.019 -1.871 0.483
H -0.066 0.169 0.953 0.329
H 1.207 0.450 0.147 0.588
H -0.922 1.350 -1.675 0.444
H -1.294 1.854 -0.093 0.347
H -0.046 3.646 -1.024 0.380
H 1.162 2.624 -1.667 0.358
H 0.614 3.103 1.265 0.201
H 1.925 3.547 0.458 0.234
H -1.370 -2.127 0.557 0.237
H -2.249 -0.905 -0.201 0.330
H -1.761 -2.283 -0.948 0.414
H -0.912 -2.594 2.849 0.313
H -0.327 -1.340 3.373 0.307
O -0.343 -1.852 2.553 -0.614
```

Summary:
- HOMO: -0.454 hartree
- Net charge: +1
- E: -385.1958 Ha
- Gap between HOMO and LUMO: 0.33516 Eh

***

This record from the OMol25 dataset describes 2 unconnected molecules or ions with the total composition C5H17N2O. The level of theory is ωB97M-V/def2-TZVPD.

XYZ file:
```
25
Properties=species:S:1:pos:R:3:mulliken_charge:R:1
C -0.758 1.817 1.664 -1.574
C -0.252 0.697 0.772 0.264
C 1.287 0.780 0.561 -0.752
C 2.039 -0.577 0.503 -0.736
C 1.463 -1.734 -0.284 -0.719
N 1.114 -1.306 -1.613 -0.570
N -0.910 0.793 -0.562 -0.216
H -0.434 1.731 2.716 0.396
H -0.410 2.806 1.331 0.397
H -1.836 1.940 1.521 0.401
H -0.517 -0.244 1.214 0.309
H 1.520 1.403 -0.323 0.364
H 1.632 1.236 1.458 0.398
H 2.998 -0.395 0.045 0.359
H 2.276 -0.917 1.510 0.375
H 0.588 -2.157 0.205 0.322
H 2.186 -2.500 -0.230 0.457
H 0.782 -2.076 -2.180 0.223
H 1.941 -0.963 -2.088 0.219
H -0.354 0.108 -1.193 0.393
H -1.946 0.561 -0.585 0.314
H -0.917 1.734 -0.909 0.397
H -4.127 -0.586 -0.496 0.321
H -3.904 -1.296 -1.899 0.321
O -3.463 -0.853 -1.139 -0.663
```

Summary:
- HOMO: -0.502 hartree
- Net charge: +1
- E: -385.2332 Ha
- Gap between HOMO and LUMO: 0.39980 Eh

***

This record from the OMol25 dataset describes 3 unconnected molecules or ions with the total composition C5H17N2O. The level of theory is ωB97M-V/def2-TZVPD.

XYZ file:
```
25
Properties=species:S:1:pos:R:3:mulliken_charge:R:1
C 0.969 1.379 -0.577 -0.475
N 0.795 1.271 -2.073 -0.307
C -0.582 1.677 -2.500 -0.623
C -0.026 0.550 0.147 -0.820
N 0.307 0.905 3.438 -0.690
C 1.121 -1.433 0.950 -1.071
C -0.099 -0.928 0.068 0.412
H 0.749 2.475 -0.364 0.311
H 1.997 0.985 -0.177 0.294
H 1.127 0.323 -2.483 0.348
H -1.081 1.330 -1.608 0.242
H -0.686 2.697 -2.568 0.299
H -0.722 1.229 -3.504 0.331
H -1.029 0.968 0.145 0.468
H -0.670 1.199 3.749 0.298
H 0.154 0.820 2.385 0.230
H 0.927 1.752 3.457 0.301
H 1.898 -2.003 0.484 0.312
H 1.501 -0.498 1.430 0.350
H 0.952 -2.117 1.822 0.308
H -0.948 -1.468 0.565 0.089
H -0.101 -1.424 -0.889 0.397
H -2.383 -3.523 -1.337 0.281
H -2.267 -3.155 0.173 0.309
O -1.903 -3.012 -0.732 -0.594
```

Summary:
- HOMO: -0.504 hartree
- Net charge: +1
- E: -385.0091 Ha
- Gap between HOMO and LUMO: 0.23734 Eh

***

This record from the OMol25 dataset describes 2 unconnected molecules or ions with the total composition C5H17N2O. The level of theory is ωB97M-V/def2-TZVPD.

XYZ file:
```
25
Properties=species:S:1:pos:R:3:mulliken_charge:R:1
C 0.479 1.613 1.239 -1.707
C -0.317 0.735 0.320 0.368
C 0.564 -0.301 -0.475 -0.612
C 0.488 -1.726 -0.001 -0.636
C 2.189 -3.485 -0.531 -0.878
N 1.031 -2.701 -0.969 -0.343
N -0.951 1.674 -0.759 -0.318
H 1.018 1.010 1.987 0.400
H -0.041 2.338 1.868 0.463
H 1.374 2.065 0.796 0.444
H -1.188 0.343 0.843 0.359
H 1.597 0.033 -0.351 0.277
H 0.221 -0.175 -1.499 0.326
H 0.787 -1.887 1.037 0.379
H -0.586 -1.999 0.031 0.244
H 3.140 -2.950 -0.544 0.296
H 2.044 -3.895 0.466 0.346
H 2.239 -4.304 -1.244 0.310
H 1.255 -2.190 -1.818 0.247
H -1.831 1.246 -1.030 0.311
H -0.390 1.720 -1.597 0.362
H -0.987 2.599 -0.330 0.342
H -3.908 4.083 0.557 0.315
H -4.469 3.007 1.308 0.312
O -3.758 3.149 0.698 -0.607
```

Summary:
- HOMO: -0.430 hartree
- Net charge: +1
- E: -385.1808 Ha
- Gap between HOMO and LUMO: 0.31297 Eh